(1)
Here is a molecular structure, C15H24N4O5Sm in a non-equilibrium geometry from the Open Molecules 2025 dataset. Energies are from wB97M-V/def2-TZVPD.

Structure (XYZ):
```
49
Properties=species:S:1:pos:R:3:forces:R:3
O 2.536616 0.563817 -1.818125 1.03 0.38 0.10
H 3.391537 1.026245 -1.772291 -0.66 -0.27 -0.57
Sm 0.637082 0.188257 -0.602038 -0.92 -0.85 1.37
N -1.820364 -0.329348 -1.428847 -0.56 -0.27 -2.57
N 0.318300 -0.892895 -2.728843 -1.19 -0.42 -2.92
O -3.008909 0.238154 -0.873600 0.02 -1.23 0.00
O 1.404788 -0.990362 -3.443333 0.02 0.12 0.78
C -2.008146 -0.811356 -2.681293 0.29 0.32 3.04
C -0.826596 -1.222192 -3.365706 2.76 0.38 1.03
C -3.335415 -1.006216 -3.329060 -0.32 0.39 -0.23
C -0.786199 -1.861137 -4.700569 -0.42 -0.30 -0.55
H -4.075327 -0.367668 -2.835209 0.00 -0.22 -0.36
H -3.662750 -2.068241 -3.280105 0.31 0.61 -0.03
H -3.263326 -0.709386 -4.392915 -0.15 -0.26 0.55
H 0.229293 -2.103205 -5.030653 -0.27 0.22 0.34
H -1.254316 -1.236111 -5.471277 0.11 -0.07 0.09
H -1.360033 -2.790586 -4.651741 -0.04 -0.02 -0.17
H -3.592291 -0.542698 -0.908482 -0.31 0.74 0.45
H 2.272951 0.135923 -2.703145 0.47 -0.49 -0.14
O 0.523776 -2.220809 0.369773 -0.45 -0.81 -0.05
H -0.071489 -2.979040 0.194702 0.53 0.58 0.16
H 0.890625 -2.341308 1.256753 -0.14 -0.09 -0.21
C 0.168384 2.350901 -0.986749 0.64 0.51 -0.80
H 0.074016 2.728041 0.041318 -0.45 0.47 -0.33
H -0.752837 2.293100 -1.596137 0.15 0.64 0.52
H 0.989566 2.870328 -1.550163 -0.90 -0.20 0.57
O -3.183510 3.433306 -0.452048 -0.12 -0.86 0.40
H -3.228557 2.463050 -0.449468 0.09 0.17 -0.61
H -3.333678 3.582205 0.484252 -0.03 0.64 0.19
C -2.146182 0.450932 3.507337 0.17 0.07 -0.17
C -1.255311 0.375867 4.583203 0.16 0.02 -0.64
C 0.117502 0.273971 4.324220 -0.28 -0.01 -0.79
C 0.563955 0.183744 2.991946 -1.51 0.30 0.34
N -0.331541 0.237558 1.969524 0.49 0.41 -0.06
C -1.642988 0.426216 2.206532 0.70 -0.22 0.11
C 2.005419 0.057238 2.648556 0.59 -0.21 -0.85
C 3.029462 0.146960 3.601446 -0.45 0.05 -0.43
C 4.347852 -0.041557 3.191246 -0.23 0.11 -0.41
C 4.629301 -0.287258 1.841306 -0.59 -0.01 0.21
C 3.562899 -0.334504 0.943318 -0.21 0.05 0.81
N 2.282814 -0.166496 1.331238 0.55 0.19 0.72
H -3.220737 0.545689 3.631009 0.20 0.03 0.23
H -1.626597 0.419846 5.601112 0.09 -0.01 -0.09
H 0.844036 0.278061 5.119237 -0.15 -0.10 0.22
H -2.275658 0.559176 1.307593 0.34 -0.24 0.71
H 2.758935 0.403930 4.626972 0.41 -0.23 -0.32
H 5.145340 0.028229 3.917300 0.06 -0.02 -0.02
H 5.636840 -0.439311 1.481005 0.01 0.02 0.10
H 3.701492 -0.519036 -0.119120 0.13 -0.02 0.25
```
Positions in Å, forces in eV/Å.

E_HOMO (alpha / beta), eV: -10.4 / -10.3
Total energy, a.u.: -1838.89542
Largest force on an atom, eV/A: 3.181
Charge: +1
2S+1: 6
Orbital gap (alpha / beta), eV: 6.820 / 6.668

---

(2)
Here is a molecular structure, C53H48Br2N4O7PTi in a non-equilibrium geometry from the Open Molecules 2025 dataset. Energies are from wB97M-V/def2-TZVPD.

Structure (XYZ):
```
116
Properties=species:S:1:pos:R:3:forces:R:3
Ti 13.610509 14.776056 11.916480 1.28 0.97 -0.10
N 16.871255 17.263609 9.776207 -0.47 0.36 0.77
C 17.534193 17.922096 10.910242 -0.64 1.08 -0.36
C 16.522476 18.398541 11.938198 0.85 -0.05 0.63
C 15.671969 17.309349 12.543281 0.26 0.18 0.98
N 14.626263 16.798124 11.673488 -0.80 -0.31 0.20
H 17.490988 16.558395 9.455410 0.19 -0.54 -0.94
H 16.537103 17.896749 9.045226 0.57 -0.39 0.30
H 18.082187 18.818525 10.604584 0.26 -0.09 -0.14
H 18.251618 17.261743 11.375197 0.09 -0.46 0.02
H 15.898140 19.164345 11.500241 -0.20 0.35 -0.07
H 17.107732 18.839850 12.772343 -0.37 0.06 -0.40
H 15.244651 17.692820 13.467292 -0.38 -0.01 0.11
H 16.313585 16.498772 12.868521 0.19 -0.21 -0.19
H 15.086658 16.762228 10.764167 -0.37 0.01 -0.55
H 13.817502 17.423265 11.690732 0.37 0.11 -0.48
C 14.835981 8.116176 7.641208 -0.55 0.31 0.97
C 13.877480 8.469059 8.594027 1.31 1.38 -0.14
C 14.053331 9.708138 9.241658 -0.42 -0.75 -0.51
C 15.132710 10.561408 8.931026 -0.39 -1.22 -0.05
C 16.098564 10.146060 7.989064 0.13 1.82 0.35
C 15.909613 8.928089 7.357961 1.01 0.66 -0.65
P 15.266965 11.982446 10.022303 -0.14 1.32 0.25
C 16.984872 12.449265 9.623355 0.87 0.45 -0.04
C 18.011637 11.558927 9.926076 0.93 -0.51 0.93
C 19.366561 11.883950 9.868718 -0.49 0.02 -0.57
C 19.742506 13.139416 9.361307 1.10 -1.71 0.31
C 18.769174 14.013621 9.012368 -0.81 1.64 -0.03
C 17.418854 13.682850 9.165675 -0.30 0.31 -0.43
C 14.335683 13.372868 9.137915 -0.04 -0.63 0.17
C 14.139815 13.244670 7.755531 0.59 -0.38 1.13
C 13.519496 14.214531 7.026590 0.06 0.63 0.33
C 13.101051 15.389060 7.660885 0.06 -0.68 -0.63
C 13.268396 15.516541 9.021689 -1.01 0.85 0.59
C 13.806355 14.488667 9.811988 0.47 -0.06 0.47
H 14.778025 7.176055 7.176907 -0.15 -1.08 -0.70
H 13.062450 7.818893 8.846098 -0.23 -0.16 0.03
H 13.295043 9.982306 9.977109 0.41 0.23 -0.05
H 16.964864 10.889826 7.783496 -1.53 -1.81 0.07
H 16.633843 8.654497 6.592605 -0.17 -0.23 0.17
H 17.803314 10.568491 10.301738 -0.34 -0.16 0.06
H 20.097596 11.124154 10.168027 -0.22 0.43 -0.21
H 20.794791 13.315224 9.157165 -0.12 0.32 0.30
H 19.050229 15.043705 8.713050 -0.26 -0.81 -0.16
H 16.677317 14.389172 8.837199 -0.20 0.38 0.10
H 14.508535 12.343865 7.295803 0.02 -0.12 -0.32
H 13.451531 14.029719 5.982361 -0.42 0.28 -0.80
H 12.583064 16.140246 7.089266 0.03 0.30 -0.06
H 12.815644 16.432177 9.480443 0.59 -0.84 -0.24
C 11.528887 15.939457 15.079679 0.38 0.31 1.08
C 12.961232 15.626543 15.502923 -1.10 -0.12 -1.07
C 13.314420 15.664684 16.851571 -0.14 -0.26 0.86
C 14.564478 15.293489 17.236000 1.35 -0.42 0.62
C 15.506005 14.902644 16.248045 0.14 -0.53 -1.06
C 16.838150 14.399992 16.423454 0.22 0.21 0.28
Br 17.503190 14.314533 18.200662 0.08 -0.01 -0.07
C 17.662152 14.003292 15.390317 -1.85 0.41 0.13
C 17.117562 14.011616 14.066271 1.15 0.09 0.35
Br 18.287403 13.565779 12.640133 -0.39 0.05 0.36
C 15.833890 14.411980 13.823445 0.10 -0.39 -0.02
O 15.264619 14.352916 12.623095 -0.17 -0.11 -0.24
C 15.036006 14.884470 14.905178 0.45 -0.14 0.28
N 13.797292 15.253964 14.540666 -1.06 0.55 0.47
H 10.772765 15.258145 15.518479 0.55 0.15 -0.29
H 11.510338 15.953934 14.011912 -0.21 -0.28 -0.56
H 11.250313 16.944130 15.418194 0.17 -0.12 0.09
H 12.566700 15.862073 17.620418 0.11 0.17 -0.35
H 14.877388 15.222774 18.299113 -0.40 0.21 -0.84
H 18.652911 13.648428 15.604994 0.20 -0.03 -0.16
C 13.245123 20.036096 15.393518 0.04 -1.22 -0.44
O 12.360617 19.258422 14.592235 0.02 -0.34 0.69
C 12.481372 19.370766 13.276393 -0.66 0.31 -1.70
C 13.418113 20.140217 12.577356 1.23 0.09 0.79
C 13.413625 20.215119 11.197782 -0.59 0.04 -0.95
C 12.414631 19.553267 10.471296 0.55 0.10 0.58
C 11.455255 18.811892 11.148516 0.23 0.00 -0.13
C 11.460232 18.743072 12.533557 0.50 0.62 0.03
N 10.357068 18.241504 13.263398 -0.66 -1.09 -0.10
C 9.562618 17.218988 12.971659 -0.79 1.30 0.96
C 9.604696 16.176576 12.052294 -0.95 -0.90 0.75
C 8.323934 15.489526 12.000654 -0.09 -0.67 -0.88
C 8.117819 14.372037 11.216181 1.82 1.11 0.64
C 9.265730 13.875604 10.566273 -0.51 0.21 -0.13
C 10.497441 14.430994 10.725093 0.82 -0.44 -0.47
C 10.761600 15.552099 11.528572 0.21 0.26 -0.62
O 11.968644 16.010299 11.768310 -0.10 -0.75 0.16
H 13.094315 21.048408 15.119277 0.06 1.20 0.25
H 14.271274 19.722506 15.229575 0.25 0.07 -0.08
H 12.966281 19.765164 16.386207 -0.11 0.36 0.80
H 14.252247 20.641303 13.095673 -0.67 -0.28 -0.09
H 14.152738 20.818734 10.637755 -0.43 -0.42 0.63
H 12.412907 19.634937 9.398854 -0.14 -0.14 -0.20
H 10.717357 18.262108 10.590630 -0.33 0.05 -0.08
H 10.107254 18.744870 14.116727 0.28 -0.03 -0.45
H 8.607992 17.198438 13.550524 1.04 0.40 -0.19
H 7.492177 15.875290 12.584871 0.16 0.13 -0.12
H 7.213848 13.841676 11.137335 -1.12 -0.28 0.06
H 9.212848 13.028026 9.901348 -0.19 -0.24 0.04
H 11.292025 13.901744 10.215589 0.28 0.34 0.08
O 12.116764 11.745517 11.096831 -0.24 -0.27 0.06
C 11.908115 12.311582 12.144455 -0.97 -1.22 -0.13
O 12.606913 13.370694 12.478499 -0.10 0.28 0.58
C 10.803163 11.866478 13.103286 0.37 -0.24 -1.46
C 9.985414 10.784505 12.688057 0.49 0.99 0.90
C 8.957244 10.381157 13.544600 -0.52 -0.63 0.01
C 8.756273 11.041587 14.745636 1.75 0.28 -0.94
O 7.947625 10.742452 15.780475 -0.65 -0.58 -0.12
C 7.948960 11.920863 16.526773 -0.06 0.34 2.49
O 9.224997 12.530387 16.376574 0.00 0.16 -1.15
C 9.585748 12.107675 15.107689 -0.53 -0.09 0.05
C 10.586205 12.558225 14.292884 0.79 0.76 0.46
H 10.188872 10.289879 11.734729 -0.11 0.19 0.44
H 8.331904 9.522418 13.308823 0.10 0.17 -0.05
H 7.888310 11.732269 17.614423 -0.38 -0.30 -0.63
H 7.113706 12.556430 16.213303 0.23 0.27 -0.27
H 11.235015 13.412498 14.586173 -0.52 -0.91 -0.33
```
Positions in Å, forces in eV/Å.

E_HOMO, eV: -9.6
Energy relative to the best compared isomer or geometry (same formula, charge and spin), kcal per mole: 49.6
Total energy, a.u.: -9132.90375
Largest force on an atom, eV/A: 2.514
Charge: +1
Orbital gap, eV: 5.864

---

(3)
Here is a single C4H12N2O molecule in a non-equilibrium geometry from the Open Molecules 2025 dataset. Energies are from wB97M-V/def2-TZVPD.

Structure (XYZ):
```
19
Properties=species:S:1:pos:R:3:forces:R:3
C 0.018632 1.547895 0.895970 0.05 -1.32 1.64
C -0.496526 0.533129 -0.183893 0.02 1.43 0.36
C -0.519045 1.261726 -1.550880 0.82 -0.55 0.34
O -1.568789 2.224214 -1.568227 0.49 -0.28 -0.49
N 0.348715 -0.614865 -0.267533 -0.02 -1.46 -2.01
C 0.269718 -1.761394 0.660140 -0.87 2.44 1.58
N 1.201240 -2.810104 0.447865 1.62 0.02 -0.51
H 0.003182 1.051731 1.953675 -0.36 0.91 -1.70
H 1.125591 1.626086 0.724472 -1.01 0.65 -0.10
H -0.565458 2.505790 0.932690 0.88 -0.81 -0.14
H -1.569359 0.296674 -0.033301 0.55 -0.43 0.36
H -0.481443 0.466126 -2.328601 -0.91 0.53 0.11
H 0.437588 1.792377 -1.718089 -0.49 0.15 0.28
H -2.381637 1.792446 -1.288978 -0.01 -0.07 -0.09
H 1.262453 -0.349278 -0.606717 0.14 -0.43 0.25
H 0.453264 -1.134749 1.606772 -0.75 -1.92 0.04
H -0.727077 -2.249914 0.585605 0.35 0.85 0.33
H 1.069416 -3.654176 0.984554 -0.85 0.05 0.01
H 2.119535 -2.523715 0.754476 0.33 0.24 -0.25
```
Positions in Å, forces in eV/Å.

E_HOMO, eV: -8.1
Energy relative to the best compared isomer or geometry (same formula, charge and spin), kcal per mole: 54.7
Total energy, a.u.: -344.29780
Largest force on an atom, eV/A: 3.034
Charge: 0
Orbital gap, eV: 9.117

---

(4)
Here is a single C4H5NO2 molecule from the Open Molecules 2025 dataset. Energies are from wB97M-V/def2-TZVPD.

Structure (XYZ):
```
12
Properties=species:S:1:pos:R:3:forces:R:3
O 1.485286 1.610647 0.471791 0.46 -0.53 -0.06
C 1.896213 0.481201 0.362473 0.09 0.49 0.11
C 0.995099 -0.683334 -0.070154 -0.09 -0.21 0.03
O 1.413140 -1.699472 -0.584109 -0.05 0.48 0.20
N -0.274245 -0.427610 0.339979 0.26 -0.15 0.17
C -1.526169 -0.673723 -0.299671 -0.22 -0.13 0.03
C -1.050907 0.733238 0.016243 -0.16 0.17 -0.06
H 2.939442 0.212814 0.591950 0.08 -0.06 -0.16
H -2.317233 -1.075103 0.325609 0.19 -0.11 0.03
H -1.452174 -1.144174 -1.283536 -0.17 0.63 0.04
H -0.736004 1.400545 -0.783033 0.07 -0.38 0.04
H -1.372443 1.264974 0.912453 -0.46 -0.18 -0.38
```
Positions in Å, forces in eV/Å.

E_HOMO, eV: -9.9
Energy relative to the best compared isomer or geometry (same formula, charge and spin), kcal per mole: 49.2
Total energy, a.u.: -360.59102
Largest force on an atom, eV/A: 0.705
Charge: 0
Orbital gap, eV: 9.781

---

(5)
Here is a single C10H15N molecule in a non-equilibrium geometry from the Open Molecules 2025 dataset. Energies are from wB97M-V/def2-TZVPD.

Structure (XYZ):
```
26
Properties=species:S:1:pos:R:3:forces:R:3
C -1.381300 1.154360 0.099640 0.32 3.60 2.27
C -2.615891 0.680043 0.048555 0.17 -0.49 0.04
C -0.198023 0.414356 -0.208111 -1.42 1.25 0.13
C -1.706020 -1.318345 -0.715199 -0.75 -2.80 -0.66
C 1.000124 0.956032 -0.382093 0.52 1.05 0.91
C -0.445464 -1.013167 -0.024428 0.08 -2.38 -0.29
C 1.677557 1.802415 0.654755 1.55 2.91 -1.64
C 1.859829 0.748175 -1.526877 1.24 -1.70 -1.15
C 0.628182 -2.034398 -0.427992 -0.56 -1.07 0.47
C -0.564242 -1.180201 1.520871 -2.12 2.24 1.42
N -2.765210 -0.615615 -0.407771 0.80 -0.05 0.00
H -1.378624 2.245628 0.428636 0.59 -1.41 -0.68
H -3.472097 1.266564 0.207615 -0.96 0.63 0.17
H 2.431950 1.198988 1.170997 -0.03 -0.25 -0.27
H 1.150978 2.306429 1.449147 -0.87 -0.10 0.00
H 2.290018 2.652166 0.101728 -0.97 -1.49 1.20
H 2.808250 0.412592 -1.200190 1.61 -0.08 0.45
H 2.024914 1.714198 -1.970259 0.01 0.55 -0.34
H 1.668242 0.028679 -2.333466 -1.01 0.24 0.38
H 0.564011 -2.859803 0.350419 0.83 1.06 -0.85
H 1.591171 -1.558347 -0.575425 0.38 -0.37 0.52
H 0.374861 -2.580825 -1.325347 -0.18 0.33 -0.57
H 0.232965 -1.624060 2.069852 0.92 -0.68 -0.28
H -1.504367 -1.715795 1.789331 0.62 0.17 -0.25
H -0.654314 -0.158410 2.024597 -0.12 -1.29 -0.64
H -3.617509 -0.921655 -0.818996 -0.65 0.13 -0.33
```
Positions in Å, forces in eV/Å.

E_HOMO (alpha / beta), eV: -7.1 / -7.1
Energy relative to the best compared isomer or geometry (same formula, charge and spin), kcal per mole: 119.1
Total energy, a.u.: -444.58928
Largest force on an atom, eV/A: 4.271
Charge: 0
Orbital gap (alpha / beta), eV: 7.381 / 7.382

---

(6)
Here is a single C6H10O molecule from the Open Molecules 2025 dataset. Energies are from wB97M-V/def2-TZVPD.

Structure (XYZ):
```
17
Properties=species:S:1:pos:R:3:forces:R:3
C -0.021526 0.633555 -1.974678 -0.02 0.10 0.15
C -0.444192 1.357135 -0.940124 0.07 -0.12 -0.17
C -1.361511 0.821095 0.083906 0.01 -0.15 0.10
C -1.210493 -0.329147 0.753218 -0.07 0.16 -0.09
C -0.038963 -1.286129 0.726752 0.01 -0.01 0.04
C 1.366391 -0.673597 0.535618 0.06 -0.27 -0.16
O 1.519522 0.650870 1.004449 -0.12 0.01 0.35
H 0.685980 1.028788 -2.695907 -0.13 0.00 0.02
H -0.355948 -0.392745 -2.108464 0.03 0.15 -0.02
H -0.116746 2.392004 -0.827583 -0.10 -0.20 -0.05
H -2.241249 1.424438 0.306323 0.07 -0.09 -0.03
H -2.015218 -0.618845 1.429828 0.14 0.10 -0.08
H -0.197449 -2.040893 -0.056557 0.07 0.11 0.11
H -0.053573 -1.848847 1.668738 -0.02 0.14 -0.10
H 2.087028 -1.316689 1.058764 -0.09 0.03 -0.13
H 1.636413 -0.669124 -0.525895 -0.03 0.02 0.14
H 0.761533 0.868133 1.561614 0.11 0.00 -0.09
```
Positions in Å, forces in eV/Å.

E_HOMO, eV: -9.2
Energy relative to the best compared isomer or geometry (same formula, charge and spin), kcal per mole: 30.3
Total energy, a.u.: -309.79403
Largest force on an atom, eV/A: 0.374
Charge: 0
Orbital gap, eV: 10.164

---

(7)
Here is 2 unconnected molecules or ions with the total composition C2H2F2O2 in a non-equilibrium geometry from the Open Molecules 2025 dataset. Energies are from wB97M-V/def2-TZVPD.

Structure (XYZ):
```
8
Properties=species:S:1:pos:R:3:forces:R:3
C -1.933717 0.859624 0.143860 -1.21 2.13 -2.32
C -2.032192 2.413235 0.078927 1.57 -0.95 1.99
O -2.966624 3.051358 0.386538 -0.14 0.23 -0.73
O 0.129970 -0.269691 -0.310408 -0.97 -1.01 2.42
F -2.547745 0.310925 -0.918341 0.37 -0.22 1.18
F -0.781928 2.995028 -0.090592 -1.30 -0.71 -0.11
H -0.518758 -0.933973 0.093305 1.37 0.85 -1.22
H 0.298169 0.238996 0.524980 0.32 -0.31 -1.22
```
Positions in Å, forces in eV/Å.

E_HOMO (alpha / beta), eV: -9.0 / -11.9
Energy relative to the best compared isomer or geometry (same formula, charge and spin), kcal per mole: 15.0
Total energy, a.u.: -427.44080
Largest force on an atom, eV/A: 3.375
Charge: 0
2S+1: 3
Orbital gap (alpha / beta), eV: 9.321 / 9.477